No. 1
{"formula": "C2H8N2S", "method": "the ωB97M-V functional and the def2-TZVPD basis", "e_homo_ev": [-13.9, -13.9], "s_squared": 0.754, "multiplicity": 2, "total_charge": 1, "orbital_gap_ev": [10.416, 5.502], "molar_mass_g_mol": 92.17, "species": ["C", "S", "H", "H", "H", "N", "C", "N", "H", "H", "H", "H", "H"], "coordinates": [[-2.281, 0.247, -0.238], [-1.434, 0.309, -1.828], [-1.689, 0.692, 0.627], [-3.248, 0.771, -0.413], [-2.448, -0.805, -0.026], [0.950, -1.207, -0.090], [1.749, -0.460, 0.458], [1.466, 0.825, 0.935], [-0.092, -0.411, -1.532], [1.489, -2.057, -0.398], [2.853, -0.702, 0.610], [2.131, 1.594, 1.097], [0.555, 1.203, 0.798]], "lowdin_spin": [0.10, 0.84, 0.02, 0.00, 0.03, -0.01, 0.00, 0.00, 0.02, 0.00, 0.00, 0.00, 0.00]}

---

No. 2
{"formula": "C2H8N2S2", "method": "the ωB97M-V functional and the def2-TZVPD basis", "e_homo_ev": -8.4, "total_charge": 0, "orbital_gap_ev": 8.927, "molar_mass_g_mol": 124.23, "smiles": "[H]/N=C/N.CSS", "species": ["H", "N", "C", "N", "H", "H", "H", "C", "S", "S", "H", "H", "H", "H"], "coordinates": [[-3.429, 1.348, -1.574], [-2.630, 0.761, -1.353], [-1.592, 1.232, -1.892], [-0.338, 0.644, -1.725], [-1.640, 1.990, -2.674], [0.349, 1.261, -2.129], [-0.092, 0.533, -0.747], [1.542, -0.062, 1.733], [1.040, -1.479, 0.646], [0.588, -2.800, 2.196], [0.978, -0.027, 2.658], [2.540, -0.378, 2.018], [1.487, 0.858, 1.161], [1.197, -3.878, 1.681]], "mulliken_charge": [0.24, -0.57, -0.01, -0.44, 0.29, 0.27, 0.20, -0.85, -0.03, -0.21, 0.31, 0.33, 0.31, 0.16]}

---

No. 3
{"formula": "C2H8N3", "method": "the ωB97M-V functional and the def2-TZVPD basis", "e_homo_ev": [-9.6, -15.2], "s_squared": 2.010, "multiplicity": 3, "total_charge": 1, "orbital_gap_ev": [6.118, 5.352], "molar_mass_g_mol": 74.11, "species": ["C", "C", "N", "N", "N", "H", "H", "H", "H", "H", "H", "H", "H"], "coordinates": [[1.662, 0.548, -0.887], [-2.288, -1.174, 0.373], [1.291, 0.043, 0.525], [-1.449, -0.237, 0.211], [1.832, 1.370, 0.338], [2.500, 0.153, -1.425], [0.755, 0.679, -1.415], [-3.141, -1.151, -0.154], [-2.166, -2.073, 0.935], [-1.669, 0.627, -0.346], [1.913, -0.613, 0.906], [-0.393, -0.271, 0.424], [1.153, 2.099, 0.516]], "lowdin_spin": [0.00, 0.62, 0.41, 0.41, 0.34, 0.00, 0.00, 0.07, 0.06, 0.01, 0.03, 0.03, 0.03]}

---

No. 4
{"formula": "C2H8N3O", "method": "the ωB97M-V functional and the def2-TZVPD basis", "e_homo_ev": -14.3, "total_charge": 1, "orbital_gap_ev": 10.342, "molar_mass_g_mol": 90.11, "species": ["C", "N", "O", "H", "H", "H", "N", "C", "N", "H", "H", "H", "H", "H"], "coordinates": [[-0.253, -1.871, -0.009], [-0.108, -3.081, 0.575], [0.339, -0.859, 0.364], [-1.109, -1.715, -0.689], [0.026, -3.808, -0.117], [0.219, -3.251, 1.502], [-0.835, 1.537, -0.906], [0.122, 2.300, -0.410], [0.911, 1.820, 0.524], [-0.836, 0.538, -0.731], [-1.792, 1.858, -0.993], [0.592, 3.202, -0.805], [1.677, 2.437, 0.773], [1.048, 0.893, 0.922]], "mulliken_charge": [0.26, -0.37, -0.63, 0.19, 0.26, 0.23, -0.30, 0.19, -0.23, 0.25, 0.29, 0.30, 0.26, 0.29]}

---

No. 5
{"formula": "C2H8N3O", "method": "the ωB97M-V functional and the def2-TZVPD basis", "e_homo_ev": -14.4, "total_charge": 1, "orbital_gap_ev": 10.630, "molar_mass_g_mol": 90.11, "species": ["C", "N", "O", "H", "H", "H", "N", "C", "N", "H", "H", "H", "H", "H"], "coordinates": [[2.208, 0.180, 0.436], [2.938, 0.451, -0.655], [1.288, -0.625, 0.459], [2.507, 0.722, 1.339], [3.929, 0.633, -0.554], [2.592, 0.148, -1.554], [-1.302, -1.083, 0.363], [-2.340, -0.315, 0.196], [-2.341, 0.836, -0.477], [-0.306, -0.740, 0.424], [-1.246, -2.091, 0.290], [-3.230, -0.809, 0.571], [-3.223, 1.330, -0.399], [-1.474, 1.363, -0.439]], "mulliken_charge": [0.10, -0.32, -0.65, 0.36, 0.25, 0.24, -0.27, 0.15, -0.35, 0.30, 0.28, 0.35, 0.29, 0.27]}

---

No. 6
{"formula": "C2H8N3O2", "method": "the ωB97M-V functional and the def2-TZVPD basis", "e_homo_ev": -14.4, "total_charge": 1, "orbital_gap_ev": 10.647, "molar_mass_g_mol": 106.10, "species": ["C", "C", "N", "N", "N", "O", "O", "H", "H", "H", "H", "H", "H", "H", "H"], "coordinates": [[0.601, 1.874, 0.527], [-0.015, -2.368, -0.125], [-1.010, 1.596, -1.197], [-0.296, 1.028, -0.324], [0.593, -2.191, 0.987], [-1.227, 2.744, -1.452], [-0.521, -1.485, -0.853], [0.243, 1.745, 1.627], [1.532, 1.453, 0.474], [0.611, 2.924, 0.272], [0.047, -3.334, -0.671], [-1.580, 0.829, -1.674], [0.629, -1.216, 1.374], [0.913, -3.061, 1.476], [-0.519, -0.538, -0.440]], "mulliken_charge": [-0.89, 0.24, 0.35, -0.27, -0.23, -0.52, -0.35, 0.29, 0.34, 0.36, 0.34, 0.26, 0.25, 0.28, 0.56]}

---

No. 7
{"formula": "C2H8N3P", "method": "the ωB97M-V functional and the def2-TZVPD basis", "e_homo_ev": -9.4, "total_charge": 0, "orbital_gap_ev": 9.920, "molar_mass_g_mol": 105.08, "smiles": "C=N/N=N\\C.P", "species": ["C", "N", "N", "N", "C", "H", "H", "H", "H", "H", "P", "H", "H", "H"], "coordinates": [[0.873, -2.045, -0.191], [1.239, -0.985, 0.348], [0.694, 0.011, 0.890], [0.708, 1.246, 0.540], [1.416, 1.472, -0.705], [-0.211, -2.054, -0.684], [1.551, -2.790, -0.474], [2.341, 0.937, -0.767], [0.965, 1.108, -1.667], [1.498, 2.638, -0.807], [-3.025, -0.207, 0.075], [-2.804, -0.638, -1.190], [-1.859, -0.954, 0.330], [-3.952, -1.290, 0.272]], "mulliken_charge": [-0.24, 0.00, -0.07, -0.30, -0.65, 0.11, 0.31, 0.33, 0.27, 0.25, -0.04, 0.02, -0.03, 0.05]}

---

No. 8
{"formula": "C2H8N3P", "method": "the ωB97M-V functional and the def2-TZVPD basis", "e_homo_ev": -7.3, "total_charge": 0, "orbital_gap_ev": 7.944, "molar_mass_g_mol": 105.08, "species": ["C", "C", "N", "N", "N", "P", "H", "H", "H", "H", "H", "H", "H", "H"], "coordinates": [[0.971, 0.092, 0.744], [2.505, 0.289, 0.586], [0.249, -0.097, -0.202], [-2.962, 0.403, -0.262], [-1.892, -1.760, -1.136], [-1.950, -0.866, 0.313], [0.766, 0.203, 1.824], [3.061, -0.378, -0.222], [2.701, 1.382, 0.510], [2.864, -0.033, 1.633], [-3.297, 1.015, 0.410], [-3.571, 0.117, -0.993], [-1.554, -2.667, -1.202], [-1.546, -1.093, -1.845]], "mulliken_charge": [0.03, -0.76, -0.58, -0.47, -0.55, 0.29, 0.28, 0.23, 0.24, 0.24, 0.22, 0.28, 0.23, 0.32]}

---

No. 9
{"formula": "C2H8N3P2", "method": "the ωB97M-V functional and the def2-TZVPD basis", "e_homo_ev": [-13.8, -13.8], "total_charge": 1, "orbital_gap_ev": [6.825, 6.818], "molar_mass_g_mol": 136.06, "species": ["C", "C", "N", "N", "N", "P", "P", "H", "H", "H", "H", "H", "H", "H", "H"], "coordinates": [[-1.576, 2.128, 0.472], [-0.722, -2.627, -0.353], [1.217, -0.779, 0.348], [2.181, -3.226, -0.747], [-0.675, 1.512, -0.563], [2.463, -1.983, -0.032], [-0.468, -1.084, 0.036], [-2.527, 1.594, 0.602], [-0.997, 2.063, 1.396], [-1.609, 3.269, 0.394], [-1.499, -3.188, -0.638], [1.426, -0.050, 1.043], [0.194, 2.066, -0.693], [-1.037, 1.635, -1.529], [3.629, -1.330, 0.263]], "mulliken_charge": [-0.77, -0.19, -0.33, -0.39, -0.56, 0.40, 0.51, 0.32, 0.32, 0.33, 0.32, 0.33, 0.27, 0.28, 0.17]}

---

No. 10
{"formula": "C2H8N4O", "method": "the ωB97M-V functional and the def2-TZVPD basis", "e_homo_ev": -9.7, "total_charge": 0, "orbital_gap_ev": 10.117, "molar_mass_g_mol": 104.11, "species": ["C", "C", "N", "N", "N", "N", "O", "H", "H", "H", "H", "H", "H", "H", "H"], "coordinates": [[-2.367, -0.517, -0.326], [-1.369, 0.341, 0.426], [2.068, 0.575, -0.549], [3.373, -0.051, -0.212], [-0.469, 1.047, -0.353], [1.148, 0.107, 0.088], [0.972, -0.740, 0.974], [-3.279, -0.012, -0.318], [-1.899, -0.773, -1.375], [-2.547, -1.439, 0.146], [-1.717, 1.006, 1.180], [-0.617, -0.211, 0.998], [3.202, -0.714, 0.554], [4.023, 0.616, 0.089], [-0.524, 0.765, -1.321]], "mulliken_charge": [-0.93, -0.19, -0.32, -0.44, -0.51, 0.69, -0.67, 0.28, 0.30, 0.30, 0.40, 0.27, 0.27, 0.25, 0.29]}

---

No. 11
{"formula": "C2H8N4O", "method": "the ωB97M-V functional and the def2-TZVPD basis", "e_homo_ev": -8.7, "total_charge": 0, "orbital_gap_ev": 9.213, "molar_mass_g_mol": 104.11, "smiles": "N=C(N)N.NC=O", "species": ["N", "C", "N", "N", "H", "H", "H", "H", "H", "N", "C", "O", "H", "H", "H"], "coordinates": [[0.295, -1.271, 2.394], [-0.273, -1.272, 1.250], [-1.507, -0.636, 0.987], [0.211, -1.997, 0.190], [-0.058, -0.558, 3.023], [-1.776, -0.079, 1.777], [-1.576, -0.187, 0.092], [0.112, -1.556, -0.705], [1.034, -2.494, 0.476], [0.063, 2.139, -1.640], [1.087, 1.257, -1.591], [1.009, 0.076, -1.841], [0.191, 3.041, -1.218], [-0.865, 1.781, -1.790], [2.052, 1.758, -1.404]], "mulliken_charge": [-0.75, 0.64, -0.50, -0.49, 0.19, 0.22, 0.21, 0.23, 0.26, -0.34, 0.09, -0.55, 0.22, 0.23, 0.34]}

---

No. 12
{"formula": "C2H8N4O", "method": "the ωB97M-V functional and the def2-TZVPD basis", "e_homo_ev": [-17.5, -17.5], "total_charge": 2, "orbital_gap_ev": [7.250, 7.238], "molar_mass_g_mol": 104.11, "species": ["C", "C", "N", "N", "N", "N", "O", "H", "H", "H", "H", "H", "H", "H", "H"], "coordinates": [[0.246, 1.205, -1.115], [0.672, -1.195, -0.774], [0.291, -0.127, -1.149], [-0.068, 1.900, -0.015], [-0.088, 1.341, 1.176], [-0.587, 2.125, 2.164], [-0.045, -4.319, -1.814], [0.494, 1.694, -2.011], [0.860, -2.232, -0.651], [-0.147, 2.897, -0.129], [0.486, -5.034, -1.785], [-1.577, 2.219, 2.157], [-0.385, 3.264, 2.103], [-0.299, 1.733, 3.083], [-0.677, -4.562, -2.489]], "mulliken_charge": [-0.13, 0.28, -0.02, 0.24, -0.48, -0.28, -0.60, 0.43, 0.45, 0.31, 0.30, 0.37, 0.43, 0.38, 0.32]}

---

No. 13
{"formula": "C2H8N4O15V", "method": "the ωB97M-V functional and the def2-TZVPD basis", "e_homo_ev": [-6.1, -5.6], "s_squared": 2.033, "multiplicity": 3, "total_charge": -1, "orbital_gap_ev": [7.667, 2.917], "molar_mass_g_mol": 379.04, "species": ["O", "V", "N", "O", "O", "O", "N", "O", "O", "O", "N", "O", "O", "O", "N", "O", "O", "O", "C", "O", "H", "H", "H", "H", "C", "O", "H", "H", "H", "H"], "coordinates": [[-1.228, 0.933, -0.671], [0.228, 0.325, -0.699], [3.409, -0.694, -0.160], [4.471, -0.058, -0.379], [3.470, -1.573, 0.671], [2.316, -0.455, -0.708], [-0.443, -2.377, 1.071], [-0.397, -1.545, 0.179], [0.507, -2.475, 1.827], [-1.510, -2.907, 1.343], [1.311, 3.214, -1.277], [2.397, 3.796, -1.218], [0.381, 3.795, -0.709], [1.203, 2.131, -1.732], [1.786, 1.192, 1.991], [1.869, 0.282, 2.785], [2.642, 2.071, 1.956], [0.866, 1.250, 1.215], [-0.291, -1.823, -2.965], [-0.144, -0.428, -2.716], [-0.177, -1.936, -4.043], [0.436, -2.341, -2.339], [-1.279, -2.198, -2.699], [-0.336, 0.026, -3.540], [-3.478, 0.005, 1.964], [-3.204, 1.374, 2.266], [-3.603, -0.665, 2.814], [-4.510, -0.144, 1.648], [-2.837, -0.528, 1.261], [-3.854, 1.755, 2.861]], "lowdin_spin": [-0.21, 1.14, -0.03, 0.26, 0.26, 0.09, 0.00, 0.02, 0.03, 0.01, -0.01, 0.15, 0.14, 0.04, 0.00, 0.03, 0.03, 0.04, 0.00, 0.01, 0.00, 0.00, 0.00, 0.00, 0.00, 0.00, 0.00, 0.00, 0.00, 0.00]}

---

No. 14
{"formula": "C2H8N4O2", "method": "the ωB97M-V functional and the def2-TZVPD basis", "e_homo_ev": [-9.0, -9.0], "total_charge": 0, "orbital_gap_ev": [9.209, 9.208], "molar_mass_g_mol": 120.11, "smiles": "C/N=N\\N.NC(=O)O", "species": ["C", "N", "N", "N", "H", "H", "H", "H", "H", "N", "C", "O", "O", "H", "H", "H"], "coordinates": [[1.552, -0.754, 0.200], [0.422, -0.547, -0.704], [-0.646, -1.320, -0.611], [-0.710, -2.113, 0.465], [2.320, -0.027, -0.068], [1.971, -1.757, 0.083], [1.297, -0.574, 1.252], [-1.557, -2.670, 0.460], [-0.566, -1.607, 1.336], [-0.655, 1.961, -1.322], [-0.644, 1.262, -0.134], [-1.701, 0.642, 0.260], [0.065, 1.974, 0.784], [-1.104, 1.468, -2.082], [0.223, 2.400, -1.560], [-0.268, 1.662, 1.643]], "mulliken_charge": [-0.78, -0.13, -0.18, -0.28, 0.29, 0.31, 0.31, 0.29, 0.21, -0.46, 0.72, -0.68, -0.47, 0.27, 0.23, 0.36]}

---

No. 15
{"formula": "C2H8N4S", "method": "the ωB97M-V functional and the def2-TZVPD basis", "e_homo_ev": -8.2, "total_charge": 0, "orbital_gap_ev": 8.993, "molar_mass_g_mol": 120.18, "smiles": "CN/C(=N/N)NS", "species": ["C", "N", "C", "N", "N", "N", "S", "H", "H", "H", "H", "H", "H", "H", "H"], "coordinates": [[-2.022, 1.732, 0.490], [-0.711, 1.315, -0.013], [-0.349, 0.028, 0.240], [-1.189, -0.690, 0.885], [-0.707, -2.067, 0.942], [0.840, -0.556, -0.199], [1.999, 0.104, -1.206], [-2.796, 1.175, -0.105], [-2.112, 2.822, 0.423], [-2.124, 1.451, 1.517], [0.029, 2.016, 0.031], [-1.085, -2.524, 0.110], [-1.268, -2.418, 1.716], [1.112, -1.463, 0.222], [2.849, 0.702, -0.297]], "mulliken_charge": [-0.82, -0.24, 0.57, -0.41, -0.67, -0.33, -0.21, 0.23, 0.32, 0.31, 0.26, 0.21, 0.28, 0.38, 0.12]}

---

No. 16
{"formula": "C2H8N5O5P", "method": "the ωB97M-V functional and the def2-TZVPD basis", "e_homo_ev": -17.9, "total_charge": 2, "orbital_gap_ev": 9.102, "molar_mass_g_mol": 213.09, "species": ["C", "C", "N", "N", "N", "N", "N", "O", "O", "O", "O", "O", "P", "H", "H", "H", "H", "H", "H", "H", "H"], "coordinates": [[-1.231, -1.222, -3.021], [1.322, 0.641, 2.439], [-0.096, -1.541, -3.564], [2.366, 1.004, 1.761], [-2.313, -1.452, -3.774], [1.468, 0.453, 3.763], [-1.144, 1.652, 2.520], [-1.952, 1.564, 1.744], [-0.705, 2.131, 3.444], [0.770, 0.483, -0.820], [-1.408, -0.719, -1.839], [0.206, 0.528, 1.871], [-0.539, -0.006, -0.429], [-0.204, -2.023, -4.485], [0.718, -1.052, -3.389], [3.116, 0.993, 2.356], [2.607, 1.089, 0.770], [-2.486, -2.084, -4.620], [-3.188, -1.381, -3.322], [2.186, 0.632, 4.342], [0.510, 0.312, 4.252]], "mulliken_charge": [0.78, 0.80, -0.29, -0.24, -0.43, -0.34, 1.27, -0.33, -0.31, -0.42, -0.39, -0.69, 0.70, 0.25, 0.24, 0.17, 0.26, 0.27, 0.26, 0.19, 0.25]}

---

No. 17
{"formula": "C2H8N6", "method": "the ωB97M-V functional and the def2-TZVPD basis", "e_homo_ev": -9.2, "total_charge": 0, "orbital_gap_ev": 9.890, "molar_mass_g_mol": 116.13, "smiles": "[H]/N=C(/N)NN/C(N)=N\\[H]", "species": ["H", "N", "C", "N", "N", "N", "C", "N", "N", "H", "H", "H", "H", "H", "H", "H"], "coordinates": [[2.834, -1.144, 0.735], [2.893, -0.290, 0.332], [1.745, -0.011, -0.064], [1.468, 1.137, -0.734], [0.602, -0.729, 0.366], [-0.499, -0.609, -0.467], [-1.747, -0.086, 0.029], [-1.579, 0.683, 1.162], [-2.863, -0.142, -0.578], [-2.820, -0.675, -1.464], [2.325, 1.546, -1.090], [0.641, 1.180, -1.254], [0.661, -1.572, 0.942], [-0.655, -1.336, -1.158], [-0.750, 0.944, 1.608], [-2.377, 1.295, 1.324]], "mulliken_charge": [0.22, -0.73, 0.45, -0.39, -0.16, -0.29, 0.53, -0.40, -0.75, 0.19, 0.29, 0.24, 0.15, 0.16, 0.21, 0.28]}

---

DFT total energy in a.u., matching the order above: -588.3469 -986.8552 -244.7234 -320.2678 -320.2860 -395.3973 -586.4480 -586.5573 -927.4816 -375.0566 -375.2876 -374.4142 -2372.1080 -450.4133 -698.1604 -1071.6474 -409.5237
Max |F| in eV Å⁻¹, matching the order above: 6.8 1.6 8.2 2.9 2.4 3.9 4.9 5.6 4.8 3.4 1.3 6.4 7.4 7.1 1.4 7.3 3.9